Computed, not measured: 2 unconnected molecules or ions with the total composition C3H10NO2, with the ωB97M-V functional and the def2-TZVPD basis.

Each line ends with the Löwdin charge.
Element x y z (Å)
O  0.52181  -2.90528  1.37824  0.0517
C  0.49974  -2.01067  2.19157  -0.2324
O  0.84275  -0.55146  1.72877  -0.0962
H  0.27733  -2.39082  3.40030  0.2145
H  1.36731  -0.23928  2.50129  0.0760
C  0.68733  1.78344  -1.39857  -0.0012
N  -0.62035  1.10751  -1.40458  -0.0504
C  -1.75149  1.77809  -2.15274  -0.0115
H  1.36636  1.37082  -0.65399  0.1014
H  0.41181  2.69746  -0.81855  0.1227
H  1.17140  1.94339  -2.33198  0.1023
H  -0.46933  0.05462  -1.50368  0.2271
H  -1.02718  1.28832  -0.58405  0.0861
H  -1.76661  1.59632  -3.30687  0.1368
H  -2.65582  1.32196  -1.64336  0.1142
H  -1.86280  2.95345  -1.92470  0.1589

Forces on atoms 1 to 3 (eV/Å):
-0.32 2.86 1.67
0.59 -1.63 -0.43
-0.49 -3.45 2.39

Calculated values
largest force on an atom	5.07	eV Å⁻¹
gap between HOMO and LUMO	0.3901	hartree
energy above the lowest of the compared OMol25 structures with the same formula, charge and spin	78.7	kcal per mole
HOMO level	-14.0	eV
net charge	+1
electronic energy	-8848.926	eV